No. 1
Entry from the OMol25 dataset: a molecular structure, C22H43DyN2P3S (ωB97M-V/def2-TZVPD).

Results
HOMO (alpha / beta) = -15.8 / -15.8 eV
energy above the lowest of the compared OMol25 structures with the same formula, charge and spin = 20.3 kJ/mol
DFT total energy = -89251.742 eV
gap between HOMO and LUMO (alpha / beta) = 5.0698 / 5.2643 eV

```
! RIJCOSX wB97M-V def2-TZVPD def2/J DEFGRID3
* xyz 3 6
Dy -0.965 -0.236 -1.925
S 0.117 -2.780 -1.343
P -2.666 0.855 -0.001
P 1.129 0.777 0.300
P -0.529 -4.648 1.435
N 2.700 4.186 -5.041
N 0.407 1.407 -3.018
C 1.735 1.160 -3.274
C 2.549 2.089 -3.888
C -1.067 -6.021 2.450
C 1.202 -2.363 -2.618
C 0.721 3.675 -3.776
C -2.193 -1.777 -3.267
C 1.120 0.521 2.129
C 2.876 0.296 -0.005
C 3.450 -2.675 -3.462
C -1.494 -3.184 1.921
C 2.008 3.338 -4.239
C 1.757 -1.789 -4.939
C -0.065 2.689 -3.197
C -4.250 -0.028 0.357
C 3.051 -2.262 -4.743
C -2.307 1.498 1.679
C 2.558 -2.719 -2.402
C -3.297 2.379 -0.809
C 1.396 2.607 0.293
C 0.853 -1.768 -3.875
C -3.068 -1.040 -2.452
C 1.236 -4.368 1.695
H 2.299 5.051 -5.375
H 2.827 -3.154 -1.431
H 4.477 -3.008 -3.327
H -1.824 -3.255 2.969
H 2.090 2.882 1.106
H -2.079 -5.819 2.826
H 3.214 0.657 -0.983
H -4.527 -0.733 -0.438
H -1.094 2.881 -2.864
H 1.823 2.911 -0.673
H 1.983 1.042 2.574
H -4.145 -0.597 1.295
H 3.516 0.727 0.779
H -4.048 -0.636 -2.802
H -2.037 -1.660 -4.358
H -2.555 3.187 -0.724
H -3.506 2.199 -1.874
H 1.763 -4.533 0.743
H 2.959 -0.797 0.012
H -2.184 0.648 2.369
H 2.124 0.171 -2.990
H 1.198 -0.555 2.345
H -2.388 -3.098 1.291
H 1.617 -5.082 2.442
H -5.051 0.721 0.438
H 3.750 -2.295 -5.583
H 1.429 -3.337 2.032
H 3.581 3.905 -5.445
H -1.391 2.109 1.668
H -2.021 -2.813 -2.926
H -0.393 -6.153 3.309
H -1.082 -6.945 1.863
H -0.908 -2.264 1.798
H 0.438 3.126 0.434
H 3.579 1.854 -4.178
H -3.162 2.117 1.999
H 0.346 4.691 -3.924
H -0.085 -1.183 -4.044
H -3.096 -1.348 -1.390
H -0.663 -4.844 0.033
H 1.470 -1.356 -5.913
H 0.194 0.906 2.578
H -4.226 2.657 -0.293
*
```

---

No. 2
Entry from the OMol25 dataset: 2 unconnected molecules or ions with the total composition C22H43F7NO3PSi (ωB97M-V/def2-TZVPD).

Results
HOMO (alpha / beta) = -3.7 / -3.7 eV
DFT total energy = -67330.271 eV
gap between HOMO and LUMO (alpha / beta) = 5.6980 / 5.0621 eV

```
! RIJCOSX wB97M-V def2-TZVPD def2/J DEFGRID3
* xyz -1 2
P -3.123 -3.171 2.229
Si -4.215 -1.465 3.209
F -5.278 -5.200 1.307
F -3.974 -6.785 0.400
F -2.484 -5.806 2.310
F -1.664 -4.808 0.432
F -4.033 -5.728 -1.889
F -3.666 -3.626 -1.199
F -5.720 -4.473 -1.009
O 2.198 2.001 -3.282
O -2.054 -2.184 1.257
O -1.938 -3.386 3.478
N 2.264 3.277 -3.709
C 3.538 4.734 -5.307
C -3.795 0.242 2.391
C -4.352 -4.787 -0.904
C -4.096 -5.375 0.561
C -0.888 -2.399 3.343
C 2.535 -2.275 1.746
C 3.541 3.431 -4.472
C 0.983 3.671 -1.544
C 2.532 -0.398 0.003
C 1.543 5.542 -3.011
C -6.131 -1.774 3.106
C 2.081 4.166 -2.523
C -3.833 -1.413 5.118
C 0.249 -0.964 1.266
C 4.773 3.451 -3.550
C -2.789 -4.829 1.294
C 4.654 4.510 -2.462
C -0.701 -2.144 1.765
C 1.607 -1.554 0.633
C 3.716 2.320 -5.532
C 3.364 4.327 -1.672
C 0.393 -2.775 4.223
H 1.564 5.660 -4.093
H 0.474 -0.191 2.084
H 1.377 -2.370 -0.136
H 3.561 5.641 -4.703
H 0.046 3.463 -2.068
H 5.681 3.636 -4.135
H -4.240 -0.458 5.608
H 0.019 -2.800 5.306
H 1.187 -1.955 4.145
H 2.664 4.780 -5.962
H 2.677 -1.525 2.582
H 3.250 5.168 -0.980
H -6.735 -0.928 3.554
H 0.828 -3.792 3.977
H 1.279 2.770 -1.004
H 0.488 5.678 -2.755
H -2.711 -1.400 5.270
H 2.847 2.272 -6.194
H -6.355 -1.955 2.001
H -4.658 0.958 2.587
H -3.600 0.057 1.290
H 4.699 5.518 -2.886
H -3.967 -3.973 3.113
H -0.285 -0.459 0.388
H -4.294 -2.294 5.663
H 4.593 2.515 -6.155
H 2.006 -3.219 2.073
H 5.509 4.431 -1.783
H -6.312 -2.778 3.621
H 3.493 3.439 -1.043
H 3.865 1.334 -5.088
H 3.505 -0.804 -0.430
H -0.113 -3.074 1.424
H -4.117 -2.969 1.192
H -2.852 0.702 2.826
H 1.946 0.129 -0.809
H 3.539 -2.571 1.290
H -1.118 -1.342 3.731
H 4.425 4.782 -5.945
H 2.808 0.288 0.878
H 4.913 2.471 -3.082
H 2.097 6.378 -2.573
H 0.779 4.435 -0.787
*
```

---

No. 3
Entry from the OMol25 dataset: a molecular structure, C22H43FeN2P3Se (ωB97M-V/def2-TZVPD).

Results
HOMO (alpha / beta) = -14.7 / -15.0 eV
energy above the lowest of the compared OMol25 structures with the same formula, charge and spin = 59.1 kJ/mol
DFT total energy = -154063.775 eV
gap between HOMO and LUMO (alpha / beta) = 6.2290 / 5.2140 eV

```
! RIJCOSX wB97M-V def2-TZVPD def2/J DEFGRID3
* xyz 3 6
Se -0.359 -0.201 -2.150
Fe 0.176 -0.357 0.106
P -2.251 -0.409 0.408
P 0.709 -4.110 0.080
P 0.390 -0.074 3.159
N 1.199 -2.676 0.834
N 2.104 -0.789 -0.138
C -3.077 1.229 0.256
C -0.564 8.098 -2.627
C -0.466 1.493 3.395
C -0.336 3.980 -2.347
C -2.898 -1.087 1.974
C -1.233 1.829 -3.913
C 2.033 -5.298 0.181
C -0.730 -4.620 0.999
C -0.959 4.206 -3.577
C -3.126 -1.403 -0.851
C 0.325 -3.779 -1.621
C 4.414 -0.470 -0.584
C -1.409 3.136 -4.365
C 2.151 0.142 3.367
C -0.196 -1.252 4.392
C 3.100 -0.102 -0.753
C -0.597 1.596 -2.674
C 4.732 -1.583 0.207
C 3.699 -2.379 0.697
C -0.134 2.672 -1.900
C -0.787 7.420 -3.762
C 2.397 -1.971 0.431
H 2.402 -5.381 1.216
H -1.395 8.443 -2.002
H 0.025 7.187 -4.459
H 0.279 -4.731 -2.169
H -2.611 -0.473 2.838
H -1.577 0.981 -4.509
H -4.203 -1.378 -0.626
H -0.643 -3.263 -1.723
H -1.644 -4.096 0.672
H -3.996 -1.106 1.907
H 1.266 -2.891 1.839
H -2.958 -0.986 -1.854
H -0.870 -5.705 0.841
H -0.408 1.757 4.463
H -4.154 1.099 0.423
H 1.659 -6.283 -0.144
H -1.807 7.192 -4.090
H -0.830 0.841 0.070
H -1.890 3.322 -5.324
H 0.002 4.815 -1.732
H -1.157 -1.697 4.099
H -2.664 1.923 1.001
H -0.582 -4.444 2.073
H -0.332 -0.745 5.361
H 0.061 -0.695 1.854
H 3.857 -3.289 1.277
H 2.816 0.752 -1.371
H 1.105 -3.149 -2.070
H 0.021 2.283 2.805
H 0.532 -2.065 4.527
H 2.339 0.690 4.301
H 5.765 -1.832 0.429
H 5.199 0.146 -1.009
H -2.787 -2.447 -0.845
H 0.379 2.474 -0.957
H 0.436 8.458 -2.365
H 2.589 0.698 2.530
H -2.542 -2.115 2.129
H -1.085 5.227 -3.924
H 2.868 -5.008 -0.481
H -2.892 1.640 -0.745
H -1.524 1.446 3.096
H 2.645 -0.836 3.422
*
```

---

> What is the DFT total energy in the third record?

-154063.775 eV

---

> Number 3 is which compound?

C22H43FeN2P3Se